Arrangement A

Molecular formula: C5H2OS
Method: DFT, ωB97M-V/def2-TZVPD

Geometry (Å):
C -1.177 3.570 1.458
C -0.863 2.495 1.011
C -0.552 1.295 0.396
C -0.270 0.262 -0.193
C 0.070 -1.002 -0.818
O -0.339 -1.257 -1.935
S 1.232 -2.055 0.082
H -1.604 4.454 1.897
H 1.359 -1.238 1.145

Calculated values
HOMO level, eV: -10.19
Orbital gap, eV: 9.6
SMILES: C#CC#CC(=O)S



Arrangement B

Molecular formula: C5H2OS
Method: DFT, ωB97M-V/def2-TZVPD

Geometry (Å):
O 3.880 0.990 -0.031
C 2.711 0.922 0.232
C 1.442 1.250 0.374
C 0.311 0.451 0.238
C 0.187 -0.879 -0.438
C 1.314 -1.636 -0.373
S 2.797 -1.501 -0.173
H -0.699 0.788 0.286
H -0.770 -1.227 -0.695

Calculated values
HOMO level (spin up / spin down), eV: -8.74 / -8.74
Orbital gap (spin up / spin down), eV: 7.4 / 7.4
SMILES: O=C=C=CC=C=S



Q: Which of them is the most stable? A: arrangement A.



Arrangement A

Molecular formula: CH5N2S
Method: DFT, ωB97M-V/def2-TZVPD

Geometry (Å):
C -0.266 0.102 0.347
N -0.019 -0.246 1.582
N 0.522 0.070 -0.719
S 0.114 0.557 -2.374
H -1.571 0.856 0.194
H -0.749 -0.048 2.268
H 0.857 -0.631 1.946
H 1.492 0.000 -0.337
H -0.380 -0.659 -2.906

Calculated values
HOMO level, eV: -14.74
Orbital gap, eV: 10.4
Charge: +1



Arrangement B

Molecular formula: CH5N2S
Method: DFT, ωB97M-V/def2-TZVPD

Geometry (Å):
C -0.425 -0.402 -0.431
N -0.504 -1.372 0.536
N 0.644 1.090 0.154
S -1.994 -0.346 0.286
H -0.080 -0.461 -1.409
H -0.508 -2.285 0.105
H 1.452 0.506 -0.074
H 0.608 1.369 1.201
H 0.809 1.901 -0.368

Calculated values
HOMO level, eV: -14.44
Orbital gap, eV: 9.6
Charge: +1



Q: Which of them is the most stable? A: arrangement A.



Arrangement A

Molecular formula: CH5N2S
Method: DFT, ωB97M-V/def2-TZVPD

Geometry (Å):
H -0.252 -2.090 0.659
N -0.705 -1.204 0.475
C 0.089 -0.299 0.062
N -0.595 1.065 -0.141
S 1.904 -0.178 -0.347
H -0.595 1.804 0.643
H -1.569 0.705 -0.140
H -0.316 1.662 -0.971
H 2.040 -1.464 -0.239

Calculated values
HOMO level, eV: -14.84
Orbital gap, eV: 10.7
Charge: +1
SMILES: [H]/N=C(/[NH3+])S



Arrangement B

Molecular formula: CH5N2S
Method: DFT, ωB97M-V/def2-TZVPD

Geometry (Å):
N -0.868 -0.452 0.378
C 0.151 0.092 -0.520
N 1.125 1.048 0.234
S 1.852 -0.455 -0.151
H -1.571 -1.112 -0.099
H -1.367 0.370 0.761
H -0.721 -1.207 1.183
H -0.080 -0.183 -1.523
H 1.480 1.898 -0.264

Calculated values
HOMO level, eV: -13.48
Orbital gap, eV: 9.2
Charge: +1
SMILES: [NH3+][C@H]1NS1



Q: Which of them is the most stable? A: arrangement A.



Arrangement A

Molecular formula: C5H10S3
Method: DFT, ωB97M-V/def2-TZVPD

Geometry (Å):
C -1.244 -0.766 2.195
C -0.092 -0.934 1.543
C 1.053 1.463 -1.394
C 0.326 1.185 -0.082
C 0.392 -0.337 0.285
S -1.287 1.924 -0.094
S 1.862 -1.180 -0.207
S -1.270 -1.330 -1.335
H -1.601 -1.275 3.184
H -1.985 -0.060 1.643
H 0.597 -1.692 1.847
H 0.495 0.679 -2.127
H 2.043 1.210 -1.309
H 0.894 2.462 -1.830
H 0.665 1.769 0.905
H -1.727 1.535 -1.338
H 1.155 -2.332 -0.314
H -0.277 -2.320 -1.570

Calculated values
HOMO level (spin up / spin down), eV: -8.65 / -8.65
Orbital gap (spin up / spin down), eV: 7.5 / 7.5



Arrangement B

Molecular formula: C5H10S3
Method: DFT, ωB97M-V/def2-TZVPD

Geometry (Å):
C 1.489 -2.034 0.574
S 1.810 -0.280 0.595
C 0.956 0.241 -0.883
C -0.463 0.811 -0.657
C -0.370 2.198 -0.023
C -1.436 -0.190 0.052
S -2.136 -1.386 -0.808
S -1.714 -0.008 1.748
H 0.392 -2.219 0.544
H 1.930 -2.593 -0.262
H 1.837 -2.446 1.541
H 0.895 -0.600 -1.570
H 1.579 0.998 -1.452
H -0.931 0.845 -1.648
H -1.401 2.325 0.389
H -0.118 3.004 -0.706
H 0.348 2.267 0.769
H -2.665 -0.934 1.795

Calculated values
HOMO level, eV: -8.54
Orbital gap, eV: 8.2
SMILES: CSC[C@H](C)C(=S)S



Q: Which of them is the most stable? A: arrangement B.



Arrangement A

Molecular formula: C3H9N2Si
Method: DFT, ωB97M-V/def2-TZVPD

Geometry (Å):
C 1.061 0.853 -0.024
C -0.370 -1.250 0.296
C 1.110 -1.438 0.549
N -0.168 0.591 -0.353
N 1.658 -0.130 0.706
Si -1.663 1.543 -0.597
H 1.640 1.807 -0.152
H -0.833 -1.845 -0.478
H -0.865 -1.042 1.210
H 1.178 -1.827 1.500
H 1.772 -1.955 -0.100
H 2.553 0.097 1.146
H -2.509 0.494 -1.240
H -1.242 2.744 -1.397
H -2.419 2.094 0.636

Calculated values
HOMO level, eV: -14.44
Orbital gap, eV: 10.5
Charge: +1



Arrangement B

Molecular formula: C3H9N2Si
Method: DFT, ωB97M-V/def2-TZVPD

Geometry (Å):
C 0.592 -0.530 -1.901
Si 0.116 0.002 -0.076
C -0.386 1.869 0.389
C 0.835 -0.998 1.390
N -1.723 -0.624 -0.099
N -2.789 -0.739 0.217
H -0.358 -0.355 -2.457
H 1.337 0.182 -2.332
H 0.914 -1.657 -1.850
H -0.640 1.780 1.569
H 0.617 2.312 0.339
H -1.209 2.286 -0.132
H -0.005 -1.730 1.587
H 1.749 -1.509 1.114
H 0.950 -0.289 2.242

Calculated values
HOMO level, eV: -15.58
Orbital gap, eV: 10.4
Charge: +1
SMILES: C[Si](C)(C)[N+]#N



Q: Which of them is the most stable? A: arrangement B.



Arrangement A

Molecular formula: C53H57BF3IKN8O2P
Method: DFT, ωB97M-V/def2-TZVPD

Geometry (Å):
K -0.438 0.865 -1.019
C -1.062 -4.283 -0.316
C -1.030 -2.995 0.235
N -1.042 -2.061 -0.702
N -1.107 -2.719 -1.879
C -1.100 -4.056 -1.669
B -1.269 -2.036 -3.265
N -2.451 -1.010 -3.286
C -3.317 -0.779 -4.295
C -4.026 0.363 -4.009
C -3.495 0.787 -2.783
N -2.546 -0.033 -2.358
N 0.011 -1.304 -3.707
C 0.454 -1.092 -4.962
C 1.455 -0.151 -4.908
C 1.543 0.173 -3.547
N 0.672 -0.521 -2.831
N -1.625 -3.163 -4.257
C -2.808 -3.818 -4.279
C -2.696 -4.880 -5.142
C -1.368 -4.800 -5.599
N -0.729 -3.779 -5.057
H -1.037 -5.231 0.188
H -0.978 -2.718 1.275
H -1.111 -4.754 -2.487
H -3.363 -1.427 -5.152
H -4.793 0.828 -4.602
H -3.744 1.667 -2.215
H 0.043 -1.638 -5.792
H 2.026 0.247 -5.727
H 2.205 0.873 -3.064
H -3.628 -3.493 -3.664
H -3.450 -5.602 -5.397
H -0.853 -5.440 -6.297
C -1.393 1.281 3.419
C -2.633 1.064 2.901
C -2.867 2.162 1.898
C -1.718 2.944 1.879
C -0.816 2.472 2.833
C 0.439 3.156 3.298
C 1.623 2.184 3.260
C 0.218 3.604 4.752
C 0.738 4.383 2.439
C -4.120 2.613 1.159
C -3.727 3.484 -0.044
C -4.998 1.481 0.616
C -4.951 3.480 2.123
C -3.513 -0.120 3.278
C -3.797 -1.001 2.052
C -4.823 0.337 3.928
C -2.807 -1.011 4.310
H -0.893 0.675 4.154
H -1.562 3.819 1.274
H 1.463 1.333 3.922
H 2.532 2.699 3.582
H 1.794 1.802 2.254
H 0.030 2.751 5.405
H -0.633 4.283 4.824
H 1.107 4.125 5.116
H 0.804 4.135 1.380
H 1.688 4.827 2.746
H -0.040 5.140 2.548
H -2.995 2.982 -0.676
H -3.300 4.442 0.247
H -4.609 3.689 -0.652
H -4.431 0.803 -0.022
H -5.795 1.919 0.011
H -5.475 0.897 1.400
H -4.369 4.342 2.449
H -5.260 2.926 3.008
H -5.847 3.840 1.613
H -4.479 -0.536 1.343
H -4.242 -1.946 2.372
H -2.877 -1.225 1.515
H -5.412 0.981 3.281
H -4.618 0.886 4.849
H -5.435 -0.533 4.178
H -1.888 -1.432 3.905
H -3.465 -1.843 4.572
H -2.568 -0.466 5.223
I 2.662 2.472 -0.527
C 4.704 1.947 -0.441
C 5.486 3.076 -0.420
C 6.889 3.022 -0.452
C 7.493 1.809 -0.523
C 6.728 0.618 -0.539
C 7.444 -0.602 -0.618
C 6.787 -1.788 -0.627
C 5.385 -1.789 -0.537
C 4.628 -0.647 -0.460
P 2.788 -0.910 -0.253
C 2.629 -2.655 -0.814
C 2.588 -2.881 -2.193
C 2.429 -4.159 -2.697
C 2.302 -5.240 -1.831
C 2.333 -5.026 -0.464
C 2.495 -3.742 0.042
C 2.735 -1.132 1.568
C 3.837 -1.166 2.415
C 3.675 -1.365 3.780
C 2.409 -1.554 4.313
C 1.300 -1.506 3.478
C 1.462 -1.272 2.124
C 5.298 0.635 -0.478
H 5.002 4.042 -0.390
H 7.465 3.937 -0.437
H 8.571 1.724 -0.568
H 8.525 -0.558 -0.672
H 7.321 -2.727 -0.689
H 4.889 -2.752 -0.521
H 2.662 -2.048 -2.879
H 2.372 -4.307 -3.768
H 2.161 -6.239 -2.224
H 2.217 -5.858 0.220
H 2.511 -3.596 1.115
H 4.835 -1.044 2.012
H 4.544 -1.381 4.424
H 2.285 -1.724 5.375
H 0.308 -1.631 3.890
H 0.595 -1.210 1.478
F -0.789 5.274 -3.787
C -1.115 4.192 -3.063
F -2.468 4.176 -2.991
F -0.765 3.122 -3.793
C -0.483 4.217 -1.628
O -0.522 5.294 -1.053
O -0.027 3.106 -1.256

Calculated values
Expectation value of S²: 0.77
HOMO level (spin up / spin down), eV: -5.62 / -5.65
Orbital gap (spin up / spin down), eV: 7.8 / 6.9
Charge: -1
2S+1: 2



Arrangement B

Molecular formula: C53H57BF3IKN8O2P
Method: DFT, ωB97M-V/def2-TZVPD

Geometry (Å):
K -1.684 0.617 0.101
C -3.118 3.646 3.623
C -3.225 3.078 2.344
N -2.517 1.966 2.250
N -1.948 1.779 3.469
C -2.291 2.783 4.305
B -1.081 0.502 3.673
N -1.879 -0.713 3.114
C -2.919 -1.288 3.759
C -3.466 -2.240 2.933
C -2.680 -2.171 1.771
N -1.730 -1.256 1.888
N 0.303 0.669 2.978
C 1.517 0.692 3.571
C 2.463 0.958 2.605
C 1.710 1.091 1.426
N 0.420 0.917 1.661
N -0.782 0.178 5.153
C -0.297 -1.017 5.560
C -0.070 -0.947 6.913
C -0.454 0.364 7.252
N -0.874 1.036 6.193
H -3.576 4.546 3.996
H -3.798 3.420 1.494
H -1.929 2.794 5.317
H -3.203 -0.966 4.748
H -4.306 -2.883 3.134
H -2.781 -2.733 0.853
H 1.628 0.523 4.628
H 3.528 1.047 2.738
H 2.041 1.302 0.419
H -0.139 -1.816 4.856
H 0.317 -1.719 7.556
H -0.445 0.843 8.218
C 1.369 2.891 -2.036
C 0.381 3.724 -1.608
C -0.828 3.410 -2.462
C -0.453 2.385 -3.326
C 0.883 2.055 -3.115
C 1.733 1.117 -3.925
C 2.485 0.172 -2.985
C 2.742 1.956 -4.726
C 0.887 0.291 -4.894
C -2.169 4.108 -2.687
C -3.157 3.138 -3.362
C -2.884 4.636 -1.439
C -1.920 5.274 -3.665
C 0.568 4.700 -0.454
C -0.324 4.321 0.739
C 0.324 6.149 -0.900
C 2.013 4.648 0.057
H 2.370 2.843 -1.637
H -1.092 1.922 -4.058
H 3.131 0.719 -2.296
H 3.112 -0.516 -3.558
H 1.781 -0.419 -2.396
H 3.382 2.541 -4.062
H 2.226 2.647 -5.395
H 3.377 1.300 -5.327
H 0.137 -0.296 -4.362
H 1.528 -0.397 -5.449
H 0.374 0.931 -5.616
H -3.207 2.182 -2.841
H -2.893 2.953 -4.404
H -4.155 3.583 -3.354
H -3.128 3.816 -0.760
H -3.826 5.092 -1.750
H -2.322 5.385 -0.891
H -1.465 4.902 -4.584
H -1.258 6.032 -3.245
H -2.872 5.752 -3.916
H -1.379 4.294 0.493
H -0.189 5.041 1.552
H -0.053 3.334 1.117
H -0.663 6.306 -1.324
H 1.059 6.440 -1.655
H 0.429 6.820 -0.043
H 2.263 3.662 0.451
H 2.126 5.366 0.872
H 2.729 4.909 -0.726
I -1.282 -2.012 -2.212
C -0.678 -3.997 -2.629
C -1.463 -4.484 -3.644
C -1.329 -5.790 -4.147
C -0.408 -6.613 -3.594
C 0.406 -6.174 -2.522
C 1.297 -7.123 -1.970
C 2.068 -6.817 -0.896
C 1.995 -5.521 -0.370
C 1.200 -4.527 -0.895
P 1.412 -2.893 -0.032
C 3.229 -2.647 -0.186
C 4.025 -3.207 -1.185
C 5.364 -2.857 -1.309
C 5.936 -1.946 -0.434
C 5.151 -1.364 0.551
C 3.810 -1.696 0.659
C 1.224 -3.496 1.697
C 2.190 -3.463 2.696
C 1.884 -3.874 3.989
C 0.611 -4.328 4.297
C -0.356 -4.383 3.300
C -0.048 -3.969 2.016
C 0.319 -4.837 -1.999
H -2.219 -3.837 -4.067
H -1.968 -6.121 -4.955
H -0.285 -7.631 -3.944
H 1.327 -8.111 -2.415
H 2.733 -7.547 -0.452
H 2.613 -5.287 0.489
H 3.601 -3.918 -1.880
H 5.962 -3.305 -2.093
H 6.981 -1.679 -0.529
H 5.579 -0.639 1.233
H 3.198 -1.207 1.408
H 3.192 -3.114 2.481
H 2.645 -3.826 4.758
H 0.368 -4.628 5.309
H -1.362 -4.716 3.527
H -0.810 -4.004 1.249
F -6.463 -0.282 -0.428
C -5.255 0.291 -0.445
F -5.452 1.611 -0.684
F -4.751 0.200 0.805
C -4.265 -0.334 -1.480
O -4.641 -1.338 -2.069
O -3.187 0.319 -1.547

Calculated values
Expectation value of S²: 0.77
HOMO level (spin up / spin down), eV: -5.67 / -5.75
Orbital gap (spin up / spin down), eV: 7.7 / 6.9
Charge: -1
2S+1: 2



Q: Which of them is the most stable? A: arrangement A.



Arrangement A

Molecular formula: C7H6O2S
Method: DFT, ωB97M-V/def2-TZVPD

Geometry (Å):
C 0.805 0.303 -0.744
C 2.123 -0.169 -0.991
C 0.803 0.531 0.799
C 1.908 0.319 1.495
C -0.481 -0.501 -1.014
C -0.654 0.549 1.228
C -1.490 0.084 0.005
O -0.571 -1.428 -1.758
O -2.470 -0.838 0.450
S 3.083 -0.275 0.408
H 0.537 1.336 -1.188
H 2.550 -0.386 -1.975
H -0.531 -0.265 1.909
H -1.058 1.500 1.654
H -2.076 0.938 -0.383
H -2.476 -1.698 0.105

Calculated values
HOMO level (spin up / spin down), eV: -8.13 / -8.13
Orbital gap (spin up / spin down), eV: 6.7 / 6.7



Arrangement B

Molecular formula: C7H6O2S
Method: DFT, ωB97M-V/def2-TZVPD

Geometry (Å):
C 1.406 1.074 0.578
C 2.752 1.059 0.454
C 1.717 -0.896 -0.610
C 0.788 -0.054 -0.049
C -1.681 0.563 -0.299
C -3.065 0.071 -0.207
C -0.614 -0.179 -0.113
O -4.032 0.754 -0.423
O -1.272 -2.060 0.254
S 3.312 -0.323 -0.410
H 0.849 1.842 1.086
H 3.458 1.777 0.819
H 1.531 -1.801 -1.154
H -1.572 1.609 -0.568
H -3.124 -0.986 0.079
H -0.452 -2.449 0.563

Calculated values
HOMO level, eV: -9.51
Orbital gap, eV: 8.9



Q: Which of them is the most stable? A: arrangement B.



Arrangement A

Molecular formula: C3H3NS2
Method: DFT, ωB97M-V/def2-TZVPD

Geometry (Å):
C -0.280 -0.875 -0.075
C 0.639 -0.908 0.926
C 0.505 1.277 -0.279
N -0.564 0.289 -0.668
S -1.826 0.727 -1.629
S 1.467 0.669 1.004
H -0.902 -1.736 -0.157
H 0.671 -1.815 1.501
H 0.289 2.372 -0.622

Calculated values
HOMO level (spin up / spin down), eV: -7.53 / -7.53
Orbital gap (spin up / spin down), eV: 6.9 / 6.9



Arrangement B

Molecular formula: C3H3NS2
Method: DFT, ωB97M-V/def2-TZVPD

Geometry (Å):
C 0.977 -0.263 1.320
C 2.028 0.065 0.877
C -1.429 0.346 0.582
N -0.872 0.032 1.697
S -0.969 0.174 -1.071
S -3.088 0.892 0.702
H -0.152 -0.739 -0.776
H 3.037 0.372 0.518
H -3.142 1.293 -0.619

Calculated values
HOMO level, eV: -9.87
Orbital gap, eV: 9.6



Q: Which of them is the most stable? A: arrangement A.



Arrangement A

Molecular formula: C3H3NS2
Method: DFT, ωB97M-V/def2-TZVPD

Geometry (Å):
C 1.165 -1.296 -0.017
C 2.212 -0.943 -0.677
S 3.780 -1.629 -1.294
S 2.829 0.299 -1.575
H 0.358 -0.649 0.005
H 1.149 -2.150 0.552
C 0.156 2.628 -0.479
N -0.644 1.879 -0.722
H 0.808 3.471 -0.105

Calculated values
HOMO level, eV: -8.79
Orbital gap, eV: 8.2
SMILES: C=C1SS1.C#N



Arrangement B

Molecular formula: C3H3NS2
Method: DFT, ωB97M-V/def2-TZVPD

Geometry (Å):
C 0.485 -2.185 -0.525
C 0.057 -1.149 -0.911
N -0.173 0.018 -1.564
C -0.483 1.059 -0.923
S -0.225 1.148 0.968
S -0.860 2.572 -1.701
H 0.495 -3.012 0.086
H -0.358 -0.214 0.966
H -0.330 3.380 -0.683

Calculated values
HOMO level, eV: -9.48
Orbital gap, eV: 9.6
SMILES: C#CN=C(S)S



Q: Which of them is the most stable? A: arrangement A.



Arrangement A

Molecular formula: C3H3NS2
Method: DFT, ωB97M-V/def2-TZVPD

Geometry (Å):
C 0.649 -0.150 0.377
C 0.257 1.167 0.651
C 0.215 -1.225 -0.276
N -0.100 -2.146 -0.955
S -0.696 2.351 0.001
S -2.099 1.907 -1.249
H 1.680 -0.429 0.891
H 0.810 1.577 1.433
H -0.715 -3.053 -0.871

Calculated values
HOMO level (spin up / spin down), eV: -7.67 / -7.67
Orbital gap (spin up / spin down), eV: 6.9 / 6.9



Arrangement B

Molecular formula: C3H3NS2
Method: DFT, ωB97M-V/def2-TZVPD

Geometry (Å):
C -0.505 -0.045 -0.338
C 0.427 -1.266 -0.395
S 1.946 -1.187 0.374
S 2.480 0.670 -0.292
C 1.079 1.571 0.449
N -0.061 1.080 0.277
H -1.126 0.099 -1.172
H -0.015 -2.197 -0.860
H 1.407 2.559 0.894

Calculated values
HOMO level, eV: -8.34
Orbital gap, eV: 7.9
SMILES: C1=CSSC=N1



Q: Which of them is the most stable? A: arrangement B.



Arrangement A

Molecular formula: C5H7NO2
Method: DFT, ωB97M-V/def2-TZVPD

Geometry (Å):
C -0.131 0.913 2.740
C -1.057 0.629 2.047
C 1.561 -0.886 -2.276
C 0.978 -0.643 -1.023
C -2.201 0.302 1.158
N 1.003 0.201 -0.039
O 0.732 -0.881 -3.326
O 2.658 -1.464 -2.271
H 0.688 1.317 3.221
H -1.868 0.611 0.244
H -3.063 0.960 1.290
H -2.439 -0.680 1.349
H 0.564 0.072 0.845
H 1.478 1.185 -0.098
H 1.096 -1.637 -3.860

Calculated values
HOMO level, eV: -8.27
Orbital gap, eV: 8.8



Arrangement B

Molecular formula: C5H7NO2
Method: DFT, ωB97M-V/def2-TZVPD

Geometry (Å):
C -2.562 -0.208 0.085
O -1.353 -0.369 -0.773
C -0.263 0.084 0.001
C -0.062 1.319 0.749
C 0.793 0.997 -0.531
C 2.019 0.177 -0.299
N 1.802 -0.996 0.217
O 0.454 -1.097 0.416
H -3.328 -0.854 -0.238
H -2.867 0.801 0.202
H -2.297 -0.535 1.098
H 0.529 1.139 1.637
H -0.864 2.042 0.672
H 0.809 1.465 -1.525
H 3.042 0.426 -0.533

Calculated values
HOMO level, eV: -9.44
Orbital gap, eV: 10.3
SMILES: CO[C@]12C[C@H]1C=NO2



Q: Which of them is the most stable? A: arrangement B.